Arrangement 1

DFT (ωB97M-V/def2-TZVPD) results for an isolated molecule of C7H12.

## Properties
HOMO energy = -0.288 hartree
Gap between HOMO and LUMO = 8.672 eV
LUMO = 0.0312 hartree
SMILES = C=C(C)/C(C)=C/C

```
! RIJCOSX wB97M-V def2-TZVPD def2/J DEFGRID3
* xyz 0 1
C 1.06 -1.97 -0.55
C 0.02 -1.10 -0.60
C -1.33 -1.77 -0.33
C 0.32 0.29 -0.35
C 1.75 0.84 0.02
C -0.68 1.20 -0.17
C -0.86 2.16 0.97
H 2.14 -1.68 -0.53
H 0.85 -3.02 -0.83
H -1.27 -2.72 -0.87
H -1.33 -1.93 0.76
H -2.21 -1.14 -0.64
H 2.29 0.85 -0.93
H 1.52 1.86 0.32
H 2.20 0.17 0.73
H -1.57 0.94 -0.76
H -1.80 1.84 1.45
H -0.09 2.00 1.69
H -1.00 3.18 0.62
*
```

Partial charges, Mulliken, in e: -1.0824 0.6132 -1.2075 0.9171 -1.6205 -0.4870 -1.2368 0.2416 0.2641 0.4033 0.2454 0.2719 0.3640 0.4621 0.3877 0.4005 0.3134 0.4573 0.2924

Arrangement 2

DFT (ωB97M-V/def2-TZVPD) results for an isolated molecule of C7H12.

## Properties
HOMO energy = -0.301 hartree
Gap between HOMO and LUMO = 9.370 eV
LUMO = 0.0431 hartree
SMILES = C[C@@H]1C=C[C@H](C)C1

```
! RIJCOSX wB97M-V def2-TZVPD def2/J DEFGRID3
* xyz 0 1
C -2.56 -0.21 0.05
C -1.18 0.41 0.01
C -0.53 0.55 -1.37
C 0.80 0.32 -1.28
C 1.18 0.16 0.15
C 2.50 -0.47 0.62
C -0.11 -0.37 0.77
H -2.53 -1.23 -0.36
H -2.94 -0.26 1.08
H -3.28 0.37 -0.55
H -1.24 1.42 0.47
H -0.97 1.17 -2.14
H 1.61 0.56 -1.97
H 1.01 1.33 -0.12
H 2.56 -1.56 0.47
H 2.66 -0.32 1.70
H 3.36 -0.04 0.10
H -0.17 -0.30 1.87
H -0.23 -1.44 0.51
*
```

Partial charges, Mulliken, in e: -1.5863 0.6344 -0.5434 -0.5550 0.6711 -1.4076 -1.0094 0.3616 0.3824 0.3797 0.2133 0.2883 0.3563 0.1577 0.3045 0.3289 0.3764 0.3677 0.2793

Arrangement 3

DFT (ωB97M-V/def2-TZVPD) results for an isolated molecule of C7H12.

## Properties
HOMO energy = -0.304 hartree
Gap between HOMO and LUMO = 9.219 eV
LUMO = 0.0352 hartree
SMILES = C=C/C(=C/C)CC

```
! RIJCOSX wB97M-V def2-TZVPD def2/J DEFGRID3
* xyz 0 1
C 0.22 -0.54 -2.96
C -0.31 0.02 -1.89
C -0.11 -0.31 -0.51
C 1.12 -0.74 -0.01
C 1.51 -0.53 1.52
C -1.29 -0.06 0.51
C -1.45 1.28 1.22
H 0.07 -0.26 -3.92
H 1.16 -1.23 -2.86
H -0.83 0.90 -2.02
H 1.93 -1.12 -0.53
H 2.40 -1.19 1.63
H 0.88 -0.60 2.44
H 2.13 0.48 1.60
H -2.20 -0.34 0.08
H -1.10 -0.78 1.32
H -0.63 2.05 1.06
H -1.21 1.13 2.28
H -2.30 1.83 1.03
*
```

Partial charges, Mulliken, in e: -0.8047 -0.2170 0.7551 -0.5372 -1.0821 -1.0268 -1.0979 0.3520 0.1191 0.3601 0.3569 0.3540 0.3026 0.2411 0.5540 0.3754 0.3082 0.2987 0.3886

Energy ordering: arrangement 2 at the bottom, the next structure 0.0116 hartree above.

Arrangement 1

DFT (ωB97M-V/def2-TZVPD) results for an isolated molecule of C7H12.

## Properties
HOMO energy = -0.338 hartree
Gap between HOMO and LUMO = 10.111 eV
LUMO = 0.0336 hartree
SMILES = C=C=CCCCC

```
! RIJCOSX wB97M-V def2-TZVPD def2/J DEFGRID3
* xyz 0 1
C 4.29 -0.20 0.43
C 3.03 -0.37 0.08
C 1.77 -0.50 0.36
C 0.44 -0.67 -0.39
C -0.74 0.15 0.15
C -2.04 0.03 -0.66
C -3.18 0.85 -0.05
H 4.69 0.80 0.55
H 4.92 -1.06 0.65
H 2.09 -0.44 1.43
H 0.14 -1.73 -0.40
H 0.59 -0.41 -1.45
H -0.94 -0.15 1.19
H -0.45 1.21 0.19
H -2.34 -1.03 -0.72
H -1.86 0.35 -1.69
H -3.39 0.52 0.97
H -2.92 1.91 -0.01
H -4.10 0.75 -0.63
*
```

Partial charges, Mulliken, in e: -0.7952 0.0265 -0.2813 -0.3937 -0.5866 -0.3377 -1.2400 0.2498 0.2495 0.2888 0.2731 0.3268 0.3140 0.3050 0.3070 0.3066 0.3140 0.3120 0.3615

Arrangement 2

DFT (ωB97M-V/def2-TZVPD) results for a structure of composition C7H12.

## Properties
HOMO energy = -0.232 hartree
Gap between HOMO and LUMO = 5.244 eV
LUMO = -0.0395 hartree

```
! RIJCOSX wB97M-V def2-TZVPD def2/J DEFGRID3
* xyz 0 1
C 3.04 -0.19 0.04
C 1.77 0.37 -0.66
C 0.64 -0.49 -0.33
C -0.55 -0.27 -1.13
C -2.99 0.25 0.97
C -1.71 -0.47 1.04
C -0.51 0.12 0.45
H 3.26 -1.19 -0.40
H 2.83 -0.52 1.04
H 3.99 0.31 -0.13
H 1.63 1.47 -0.43
H 1.95 0.39 -1.75
H -0.51 0.49 -1.93
H -1.38 -0.95 -1.32
H -2.64 -0.60 0.08
H -3.36 0.59 1.97
H -3.65 0.83 0.29
H -1.45 -1.34 1.65
H -0.37 1.20 0.56
*
```

Partial charges, Mulliken, in e: -1.2439 -0.5391 0.4230 -0.7756 -0.8024 -0.6823 -0.2850 0.3065 0.3286 0.3805 0.3839 0.3161 0.2514 0.4045 0.2015 0.3095 0.2849 0.3758 0.3620

Arrangement 3

DFT (ωB97M-V/def2-TZVPD) results for an isolated molecule of C7H12.

## Properties
HOMO energy = -0.354 hartree
Gap between HOMO and LUMO = 10.787 eV
LUMO = 0.0420 hartree
SMILES = CC1CC2(CC2)C1

```
! RIJCOSX wB97M-V def2-TZVPD def2/J DEFGRID3
* xyz 0 1
C -2.51 0.37 0.12
C -1.26 -0.50 0.03
C -0.25 -0.13 -1.08
C 0.88 -0.05 -0.04
C 2.27 -0.63 -0.23
C 2.06 0.82 0.15
C -0.05 -0.19 1.16
H -3.21 0.28 -0.73
H -2.22 1.43 0.18
H -3.09 0.13 1.02
H -1.53 -1.57 -0.01
H -0.07 -0.90 -1.83
H -0.50 0.81 -1.58
H 2.41 -0.96 -1.27
H 2.84 -1.23 0.48
H 2.40 1.69 -0.41
H 1.90 0.86 1.29
H -0.27 0.74 1.71
H 0.18 -0.98 1.89
*
```

Partial charges, Mulliken, in e: -1.5385 0.5211 -0.9282 1.1190 -0.8443 -0.7160 -1.4002 0.3628 0.3573 0.3553 0.3785 0.3183 0.2756 0.2691 0.2338 0.2940 0.2631 0.3857 0.2936

Energy ordering: arrangement 3 at the bottom, the next structure 0.0119 hartree above.

Arrangement 1

DFT (ωB97M-V/def2-TZVPD) results for an isolated molecule of C7H12.

## Properties
HOMO energy = -0.339 hartree
Gap between HOMO and LUMO = 10.269 eV
LUMO = 0.0386 hartree
SMILES = CC#CCCCC

```
! RIJCOSX wB97M-V def2-TZVPD def2/J DEFGRID3
* xyz 0 1
C 3.44 -0.70 1.09
C 2.76 0.30 0.24
C 1.88 0.64 -0.52
C 0.56 0.23 -1.06
C -0.62 0.70 -0.23
C -1.82 -0.20 -0.50
C -3.07 0.26 0.23
H 3.95 -0.16 1.88
H 4.15 -1.35 0.55
H 2.66 -1.36 1.52
H 0.61 -0.84 -0.90
H 0.37 0.42 -2.13
H -0.32 0.65 0.83
H -0.83 1.75 -0.44
H -1.56 -1.24 -0.21
H -2.00 -0.23 -1.58
H -2.89 0.24 1.30
H -3.31 1.29 -0.06
H -3.94 -0.38 0.00
*
```

Partial charges, Mulliken, in e: -0.9642 0.1797 -0.4282 -0.4264 -0.4737 -0.3365 -1.2478 0.3059 0.2790 0.2438 0.2947 0.3713 0.3231 0.2919 0.3040 0.3034 0.3123 0.3161 0.3518

Arrangement 2

DFT (ωB97M-V/def2-TZVPD) results for a cluster of 2 separate species, C7H12 in total.

## Properties
HOMO energy = -0.317 hartree
Gap between HOMO and LUMO = 9.888 eV
LUMO = 0.0459 hartree
SMILES = C[C@@H]1[C@H]2C[C@@H]3[C@H]2[C@H]13.[H][H]

```
! RIJCOSX wB97M-V def2-TZVPD def2/J DEFGRID3
* xyz 0 1
C -0.85 1.95 -0.47
C -0.83 0.39 -0.35
C -0.34 -0.05 1.00
C -0.53 -1.58 1.14
C 0.74 -1.77 0.40
C 1.14 -0.32 0.54
C 0.55 -0.79 -0.75
H -1.06 2.32 -1.48
H 0.09 2.40 -0.12
H -1.65 2.39 0.17
H -1.81 0.05 -0.70
H -0.57 0.55 1.87
H -1.40 -2.05 0.66
H -0.44 -1.91 2.17
H 1.39 -2.64 0.51
H 2.08 0.16 0.73
H 0.48 -0.97 -1.79
H 1.25 1.05 -1.72
H 1.91 1.04 -2.06
*
```

Partial charges, Mulliken, in e: -1.5284 0.2154 -0.3799 -0.6855 -0.6015 -0.3587 -0.6200 0.3806 0.3996 0.3695 0.3061 0.5603 0.2702 0.3233 0.3944 0.3964 0.5986 -0.2720 0.2317

Arrangement 3

DFT (ωB97M-V/def2-TZVPD) results for a cluster of 2 separate species, C7H12 in total.

## Properties
HOMO energy = -0.307 hartree
Gap between HOMO and LUMO = 8.500 eV
LUMO = 0.0056 hartree

```
! RIJCOSX wB97M-V def2-TZVPD def2/J DEFGRID3
* xyz 0 1
C -2.16 -0.09 0.29
C -1.23 -0.65 -0.77
C -0.04 0.11 -1.30
C 0.44 1.29 -0.47
C 0.93 0.83 0.87
C 0.77 -0.66 0.86
C 0.16 -1.13 -0.46
H -2.92 0.55 -0.17
H -2.66 -0.90 0.83
H -1.63 0.52 1.03
H -1.75 -1.25 -1.52
H 0.14 0.10 -2.37
H 1.26 1.84 -0.95
H -0.32 2.06 -0.29
H 3.52 0.68 0.02
H 3.12 0.99 0.57
H 0.17 -0.92 1.75
H 1.75 -1.11 1.06
H 0.51 -2.06 -0.90
*
```

Partial charges, Mulliken, in e: -1.5601 0.1074 -0.2160 -0.4830 -0.9527 -0.4817 -0.2149 0.3340 0.3313 0.4121 0.4237 0.3963 0.4356 0.3117 0.0839 -0.0715 0.3090 0.4381 0.3969

Energy ordering: arrangement 1 at the bottom, the next structure 0.0931 hartree above.

Arrangement 1

DFT (ωB97M-V/def2-TZVPD) results for a cluster of 2 separate species, C7H12 in total.

## Properties
HOMO energy = -0.336 hartree
Gap between HOMO and LUMO = 9.497 eV
LUMO = 0.0127 hartree

```
! RIJCOSX wB97M-V def2-TZVPD def2/J DEFGRID3
* xyz 0 1
C -2.37 0.72 0.62
C -1.97 -0.03 -0.64
C -0.46 -0.13 -0.48
C 0.42 -0.81 -1.52
C 1.74 -0.67 -0.86
C 2.40 -0.29 0.08
C 2.76 0.30 1.37
H -3.03 0.15 1.29
H -0.69 0.92 1.54
H -2.78 1.72 0.43
H -2.41 -1.04 -0.72
H -2.21 0.50 -1.58
H -0.32 -0.62 0.49
H -0.12 0.90 -0.34
H 0.13 -1.86 -1.65
H 0.36 -0.30 -2.48
H 1.81 0.66 1.79
H 3.44 1.16 1.27
H 3.19 -0.42 2.07
*
```

Partial charges, Mulliken, in e: -0.8107 -0.3830 -1.2114 -0.4705 -0.3750 0.3995 -0.9555 0.2788 0.1596 0.2697 0.3082 0.3133 0.5393 0.5709 0.3086 0.3133 0.1479 0.2987 0.2984

Arrangement 2

DFT (ωB97M-V/def2-TZVPD) results for an isolated molecule of C7H12.

## Properties
HOMO energy = -0.335 hartree
Gap between HOMO and LUMO = 10.302 eV
LUMO = 0.0436 hartree
SMILES = C[C@@H]1C=C[C@H](C)C1

```
! RIJCOSX wB97M-V def2-TZVPD def2/J DEFGRID3
* xyz 0 1
C -2.13 -0.73 -0.04
C -1.26 0.52 0.05
C -0.57 0.82 -1.26
C 0.76 0.77 -1.16
C 1.24 0.45 0.23
C 2.12 -0.82 0.27
C -0.07 0.38 1.05
H -1.51 -1.62 -0.19
H -2.73 -0.88 0.86
H -2.82 -0.66 -0.90
H -1.91 1.36 0.34
H -1.12 1.01 -2.17
H 1.45 0.90 -1.99
H 1.86 1.28 0.61
H 1.90 -1.49 -0.57
H 1.95 -1.39 1.19
H 3.18 -0.58 0.22
H -0.10 1.20 1.78
H -0.15 -0.55 1.61
*
```

Partial charges, Mulliken, in e: -1.4297 0.3951 -0.5749 -0.7661 0.7025 -1.4978 -1.0455 0.3218 0.3578 0.3814 0.2795 0.4109 0.4056 0.3310 0.3607 0.3643 0.3542 0.3066 0.3426

Energy ordering: arrangement 2 at the bottom, the next structure 0.1967 hartree above.

Arrangement 1

DFT (ωB97M-V/def2-TZVPD) results for an isolated molecule of C7H12.

## Properties
HOMO energy = -0.223 hartree
Gap between HOMO and LUMO = 4.903 eV
LUMO = -0.0429 hartree

```
! RIJCOSX wB97M-V def2-TZVPD def2/J DEFGRID3
* xyz 0 1
C 0.83 -0.78 1.77
C 0.35 0.64 0.77
C 0.90 1.87 1.15
C -0.06 0.57 -0.84
C -1.05 -0.08 -0.02
C -2.32 -0.71 -0.59
C 0.91 -0.28 -1.72
H 0.04 -1.17 2.32
H 1.17 -1.42 1.03
H 1.71 -0.48 2.46
H 0.60 2.23 2.15
H 1.99 2.04 0.96
H -0.35 1.55 -1.28
H -2.60 -0.07 -1.54
H -2.24 -1.75 -0.92
H -3.15 -0.58 0.11
H 0.34 -0.59 -2.68
H 1.79 0.25 -1.91
H 1.16 -1.23 -1.23
*
```

Partial charges, Mulliken, in e: -1.0615 0.4182 -1.0722 0.1161 -0.0255 -1.0300 -1.1810 0.3685 0.3460 0.2919 0.2838 0.2400 0.4822 0.2764 0.2951 0.3232 0.3181 0.3757 0.2352

Arrangement 2

DFT (ωB97M-V/def2-TZVPD) results for an isolated molecule of C7H12.

## Properties
HOMO energy = -0.342 hartree
Gap between HOMO and LUMO = 10.383 eV
LUMO = 0.0394 hartree
SMILES = CC#CCCCC

```
! RIJCOSX wB97M-V def2-TZVPD def2/J DEFGRID3
* xyz 0 1
C 3.74 -0.08 1.17
C 2.63 -0.41 0.27
C 1.67 -0.63 -0.42
C 0.36 -0.74 -1.07
C -0.67 0.00 -0.19
C -2.10 0.03 -0.72
C -2.99 0.80 0.26
H 3.35 0.39 2.07
H 4.44 0.62 0.70
H 4.30 -0.97 1.46
H 0.07 -1.79 -1.20
H 0.39 -0.29 -2.08
H -0.66 -0.47 0.80
H -0.31 1.03 -0.05
H -2.47 -0.99 -0.85
H -2.12 0.51 -1.71
H -2.98 0.32 1.24
H -2.63 1.82 0.39
H -4.03 0.85 -0.08
*
```

Partial charges, Mulliken, in e: -1.2466 0.6844 -0.2721 -0.6385 -0.6857 -0.3189 -1.2385 0.2752 0.2886 0.2949 0.2991 0.2977 0.3274 0.3374 0.3007 0.3031 0.3147 0.3146 0.3625

Energy ordering: arrangement 2 at the bottom, the next structure 0.2959 hartree above.

Arrangement 1

DFT (ωB97M-V/def2-TZVPD) results for an isolated molecule of C2H2Si.

## Properties
HOMO energy (alpha / beta) = -0.321 / -0.321 hartree
Gap between HOMO and LUMO (alpha / beta) = 7.949 / 7.947 eV
LUMO (alpha / beta) = -0.0286 / -0.0287 hartree

```
! RIJCOSX wB97M-V def2-TZVPD def2/J DEFGRID3
* xyz 0 1
C 0.95 -1.25 0.15
C 0.70 0.85 0.01
Si -0.79 -0.47 -0.11
H 1.30 1.64 -0.08
H -2.17 -0.76 0.02
*
```

Partial charges, Mulliken, in e: -0.1672 -0.5013 0.2951 0.4482 -0.0749

Arrangement 2

DFT (ωB97M-V/def2-TZVPD) results for a cluster of 2 separate species, C2H2Si in total.

## Properties
HOMO energy (alpha / beta) = -0.372 / -0.354 hartree
Gap between HOMO and LUMO (alpha / beta) = 7.440 / 7.484 eV
LUMO (alpha / beta) = -0.0990 / -0.0789 hartree

```
! RIJCOSX wB97M-V def2-TZVPD def2/J DEFGRID3
* xyz 0 1
C 0.18 -0.63 2.59
C 0.19 -0.32 1.34
Si 0.05 0.04 -0.37
H 0.62 1.45 -2.51
H -1.04 -0.53 -1.05
*
```

Partial charges, Mulliken, in e: 0.0151 -0.1413 0.1035 0.0002 0.0225

Energy ordering: arrangement 2 at the bottom, the next structure 0.0233 hartree above.